1.
The following is a quantum chemistry calculation of C5H12O in the gas phase in a non-equilibrium geometry, from OMol25.

Properties
Energy above the lowest of the compared OMol25 structures with the same formula, charge and spin = 239.98 kJ/mol
Strongest force on any atom = 0.072 Eh/bohr
SMILES string = CCCOCC
Energy = -7424.824 eV
HOMO-LUMO gap = 10.5 eV

Geometry (Å):
C1 -0.40847 1.05684 2.74889
C2 -0.90264 0.31616 1.51393
C3 0.19387 0.14060 0.49342
O1 -0.32781 -0.57099 -0.60321
C4 0.62657 -0.63111 -1.57657
C5 0.15093 -1.14185 -2.91592
H1 -1.21535 1.18001 3.47595
H2 -0.03376 2.05354 2.48745
H3 0.40679 0.51122 3.23872
H4 -1.72879 0.85865 1.03900
H5 -1.28505 -0.67545 1.78230
H6 0.57870 1.11088 0.12796
H7 1.05222 -0.41652 0.90665
H8 1.56768 -1.09515 -1.26683
H9 1.00772 0.59829 -1.85034
H10 0.67674 -1.99291 -3.37084
H11 0.57098 -0.14460 -3.14023
H12 -0.93033 -1.15765 -3.09033

Forces on the atoms, in the same order (eV/Å):
0.0 0.1 0.1
-0.1 0.0 0.1
-0.1 0.1 0.3
-0.1 -0.1 0.4
1.3 2.4 0.0
0.5 1.3 -0.4
0.1 0.0 0.0
-0.1 -0.1 0.1
-0.1 0.1 -0.1
0.1 -0.1 0.1
0.0 0.1 0.0
-0.1 -0.1 0.2
-0.1 0.1 0.1
0.0 -0.2 0.2
-0.8 -2.7 1.6
-0.2 0.4 0.4
-0.8 -1.2 -3.4
0.4 0.0 0.3

Results of the Löwdin charge analysis, in e, for atoms 1 through 5: C -0.115; C -0.240; C -0.268; O -0.125; C -0.371

=====

2.
The following is a quantum chemistry calculation of C16H15BrN2O3 in the gas phase, from OMol25.

Properties
Energy above the lowest of the compared OMol25 structures with the same formula, charge and spin = 28.54 kJ/mol
Strongest force on any atom = 0.019 Eh/bohr
SMILES string = COc1ccc(/C=N\NC(=O)c2cccc(Br)c2)c(OC)c1
Energy = -95999.284 eV
HOMO-LUMO gap = 8.7 eV

Geometry (Å):
C1 -3.74831 -3.46924 -0.59423
H1 -4.47485 -4.15218 -1.03105
O1 -4.18914 -2.17697 -0.93629
C2 -3.46802 -1.10377 -0.52626
C3 -2.30181 -1.17803 0.22585
C4 -1.62242 -0.02166 0.59290
C5 -2.10326 1.24070 0.20688
C6 -3.29695 1.28659 -0.51680
C7 -3.96684 0.14733 -0.89305
H2 -4.87997 0.19324 -1.46297
H3 -3.68880 2.25250 -0.79829
C8 -1.48818 2.52693 0.56529
N1 -0.28437 2.92618 0.55482
N2 0.72780 2.13439 0.16604
C9 2.01707 2.59046 0.14341
O2 2.34693 3.72716 0.38455
C10 3.00494 1.53028 -0.24192
C11 2.83597 0.20159 0.13069
C12 3.79236 -0.72735 -0.23449
C13 4.91732 -0.36918 -0.95626
C14 5.08859 0.96053 -1.30573
C15 4.14397 1.90563 -0.94799
H4 4.27079 2.94544 -1.20658
H5 5.96743 1.25453 -1.85883
H6 5.64888 -1.11310 -1.23217
Br1 3.53447 -2.54922 0.27242
H7 1.98990 -0.10629 0.72380
H8 0.53702 1.17195 -0.10161
H9 -2.19171 3.30390 0.84043
O3 -0.48403 -0.04986 1.35354
C16 -0.13867 -1.24039 2.02647
H10 0.66432 -0.96917 2.71109
H11 0.22159 -2.01048 1.33560
H12 -0.98101 -1.63109 2.60314
H13 -1.91566 -2.13669 0.52848
H14 -2.75878 -3.68139 -1.01170
H15 -3.72657 -3.61329 0.49085

Forces on the atoms, in the same order (eV/Å):
0.1 -0.2 0.1
0.1 0.0 0.1
0.0 0.4 0.0
0.0 0.3 0.0
0.0 -0.4 0.0
-0.1 0.3 0.0
0.2 -0.4 0.0
0.2 -0.2 0.0
-0.1 -0.2 0.0
-0.1 0.0 -0.1
-0.1 0.1 0.0
0.0 0.0 0.1
0.2 0.8 0.2
-0.4 -0.9 -0.2
0.0 0.2 0.0
0.1 0.0 0.0
0.3 -0.1 0.0
0.1 0.0 -0.1
0.0 -0.2 0.0
-0.1 -0.1 0.1
-0.1 0.0 0.0
-0.1 0.1 0.1
0.0 0.1 0.0
0.1 0.0 -0.1
0.0 -0.1 0.0
0.1 0.2 0.0
-0.1 0.0 0.0
0.1 0.3 0.1
-0.1 0.1 0.0
-0.4 0.3 -0.3
0.1 -0.3 0.1
0.0 -0.1 -0.1
0.0 0.1 0.0
0.0 0.0 0.0
0.0 -0.1 0.0
0.0 0.0 0.0
0.0 0.0 0.0

Results of the Löwdin charge analysis, in e, for atoms 1 through 5: C -0.082; H 0.095; O -0.072; C -0.266; C 0.048

=====

3.
The following is a quantum chemistry calculation of C2H2N4O2 in the gas phase in a non-equilibrium geometry, from OMol25.

Properties
Energy above the lowest of the compared OMol25 structures with the same formula, charge and spin = 426.82 kJ/mol
Strongest force on any atom = 0.145 Eh/bohr
SMILES string = O=C(O)c1nn[nH]n1
Energy = -12158.324 eV
HOMO-LUMO gap = 10.8 eV

Geometry (Å):
C1 1.44969 0.28420 -0.16315
C2 -0.08033 0.17298 -0.45223
H1 3.15162 -0.78266 0.37140
H2 -2.67220 -1.14724 0.82287
N1 -0.91079 1.25542 -0.43892
N2 -2.12820 0.86449 -0.07526
N3 -2.03264 -0.39784 0.04880
N4 -0.83502 -0.91729 -0.08289
O1 2.25672 -0.76552 -0.27922
O2 1.80115 1.43345 0.24860

Forces on the atoms, in the same order (eV/Å):
0.5 5.2 1.4
-1.6 -1.6 1.9
-3.7 0.9 -2.6
1.9 3.5 -3.5
0.0 0.5 0.0
1.5 1.9 -1.0
-1.8 -6.0 4.1
2.1 0.9 -0.9
2.1 -0.8 2.0
-0.9 -4.6 -1.4

Results of the Löwdin charge analysis, in e, for atoms 1 through 5: C -0.429; C -0.223; H 0.247; H 0.292; N 0.068

=====

4.
The following is a quantum chemistry calculation of a 2-piece molecular cluster, C4H8BrN overall in a non-equilibrium geometry, from OMol25.

Properties
Energy above the lowest of the compared OMol25 structures with the same formula, charge and spin = 168.33 kJ/mol
Strongest force on any atom = 0.069 Eh/bohr
SMILES string = C=C(N)Br.C=C
Energy = -75807.818 eV
HOMO-LUMO gap = 9.5 eV

Geometry (Å):
C1 0.00200 2.02082 -0.78519
C2 -0.93659 -2.76857 1.01634
C3 0.94412 2.11498 0.15696
C4 0.11340 -1.97448 0.97611
N1 -0.04759 1.04387 -1.73663
Br1 -1.71545 2.83646 -0.44157
H1 -0.36224 1.15399 -2.75632
H2 -1.50092 -2.89698 0.14114
H3 -1.18845 -3.04380 2.08994
H4 0.81821 2.45495 1.18242
H5 2.05758 1.73399 0.08973
H6 0.34084 -1.40048 0.07430
H7 0.73933 -1.67733 1.77181
H8 0.73577 0.40258 -1.77906

Forces on the atoms, in the same order (eV/Å):
-0.2 -0.6 1.3
0.9 0.6 3.2
2.7 -0.5 0.6
0.0 1.1 -1.8
-0.1 -0.7 -3.5
0.4 0.0 -0.2
0.2 0.6 2.4
-1.0 -0.6 -0.6
-0.3 -0.5 -1.9
-0.6 0.6 -0.6
-2.5 0.4 -0.6
0.1 -0.5 -0.1
0.3 -0.1 1.2
0.0 0.3 0.6

Results of the Löwdin charge analysis, in e, for atoms 1 through 5: C -0.887; C -0.073; C -0.098; C -0.093; N -0.015

=====

Question: Among the records above, which one has the lowest energy above the lowest of the compared OMol25 structures with the same formula, charge and spin?
Answer: C16H15BrN2O3